{
  "formula": "C49H89NO8Si",
  "method": "ωB97M-V/def2-TZVPD",
  "e_lumo_ev": -1.1,
  "orbital_gap_ev": 7.51,
  "total_energy_ha": -2866.12556,
  "total_charge": 0,
  "e_homo_ev": -8.56,
  "elements": ["C", "Si", "C", "C", "C", "C", "C", "C", "C", "C", "C", "C", "C", "C", "C", "C", "C", "O", "C", "N", "C", "C", "C", "O", "C", "C", "C", "O", "C", "C", "C", "C", "C", "C", "H", "H", "H", "H", "H", "H", "H", "H", "H", "H", "H", "H", "H", "H", "H", "H", "H", "H", "H", "H", "H", "H", "H", "H", "H", "H", "H", "H", "H", "H", "H", "H", "H", "H", "H", "H", "H", "H", "H", "C", "C", "O", "C", "C", "H", "H", "H", "H", "H", "H", "H", "H", "H", "H", "C", "C", "O", "C", "C", "H", "H", "H", "H", "H", "H", "H", "H", "H", "H", "C", "C", "O", "C", "C", "H", "H", "H", "H", "H", "H", "H", "H", "H", "H", "C", "C", "O", "C", "C", "H", "H", "H", "H", "H", "H", "H", "H", "H", "H", "C", "C", "O", "C", "C", "H", "H", "H", "H", "H", "H", "H", "H", "H", "H"],
  "coordinates": [[-2.151, -5.148, -2.588], [-0.877, -4.803, -1.161], [-0.644, -2.878, -1.161], [-1.550, -5.301, 0.569], [-1.346, -4.177, 1.706], [0.189, -4.018, 2.184], [0.339, -2.988, 3.430], [1.369, -1.795, 3.124], [2.335, -1.411, 4.368], [2.368, 0.170, 4.670], [3.544, 0.881, 3.793], [3.037, 1.250, 2.331], [1.916, 2.342, 2.194], [1.304, 2.778, 0.842], [1.855, 2.051, -0.446], [1.157, 2.500, -1.830], [-0.117, 1.511, -2.038], [-0.004, 0.685, -3.235], [-1.527, 2.326, -1.990], [-2.090, 2.487, -3.382], [2.980, 0.996, -0.346], [3.591, 0.587, 1.053], [4.747, -0.515, 1.037], [5.687, -0.637, 1.860], [4.733, -1.556, -0.197], [4.212, -1.214, -1.485], [3.580, 0.265, -1.642], [3.629, 0.768, -2.793], [0.814, -5.660, -1.575], [1.319, -6.928, -0.830], [2.671, -7.620, -1.119], [3.587, -7.005, -2.219], [3.112, -5.762, -3.015], [1.731, -5.084, -2.712], [-2.185, -6.276, -2.767], [-3.193, -4.739, -2.334], [-1.790, -4.664, -3.576], [-1.698, -2.414, -1.068], [-0.113, -2.528, -2.116], [-0.003, -2.616, -0.251], [-2.692, -5.442, 0.436], [-1.134, -6.330, 0.851], [-1.824, -3.172, 1.421], [-1.927, -4.552, 2.633], [0.495, -5.056, 2.598], [0.917, -3.803, 1.329], [0.664, -3.520, 4.399], [-0.706, -2.523, 3.610], [0.791, -0.842, 2.864], [2.046, -2.054, 2.242], [2.095, -1.991, 5.329], [3.413, -1.709, 4.083], [1.365, 0.699, 4.523], [2.630, 0.308, 5.789], [3.736, 1.888, 4.333], [4.531, 0.315, 3.837], [1.504, 2.866, 3.135], [0.489, 3.570, 0.800], [0.804, 3.592, -1.698], [1.873, 2.508, -2.718], [-0.171, 0.762, -1.156], [0.466, -0.146, -2.979], [-2.259, 1.749, -1.303], [-1.348, 3.351, -1.494], [-2.734, 3.297, -3.327], [-2.691, 1.650, -3.518], [5.168, -2.599, -0.070], [4.219, -1.912, -2.383], [0.631, -7.361, -0.023], [3.009, -8.553, -0.556], [4.617, -7.426, -2.498], [3.744, -5.297, -3.853], [1.406, -4.153, -3.296], [-0.841, 4.871, 7.184], [0.340, 5.312, 6.336], [0.395, 4.672, 5.068], [-0.706, 4.898, 4.198], [-0.893, 6.357, 3.818], [-0.874, 3.782, 7.262], [-0.770, 5.297, 8.187], [-1.789, 5.197, 6.750], [1.264, 5.045, 6.855], [0.354, 6.400, 6.215], [-1.623, 4.481, 4.629], [-0.502, 4.323, 3.290], [-1.193, 6.959, 4.680], [-1.670, 6.456, 3.056], [0.038, 6.778, 3.433], [-3.807, -9.405, -1.146], [-4.522, -8.679, -0.020], [-4.850, -7.333, -0.333], [-5.731, -7.133, -1.429], [-7.098, -7.763, -1.230], [-2.941, -8.831, -1.487], [-3.471, -10.390, -0.814], [-4.462, -9.550, -2.008], [-3.859, -8.641, 0.849], [-5.417, -9.226, 0.296], [-5.267, -7.481, -2.358], [-5.854, -6.051, -1.531], [-7.038, -8.854, -1.216], [-7.772, -7.477, -2.041], [-7.534, -7.448, -0.278], [1.360, 9.112, -0.528], [1.329, 7.725, 0.088], [0.044, 7.347, 0.567], [-0.995, 7.274, -0.399], [-0.731, 6.244, -1.481], [0.935, 9.849, 0.158], [2.386, 9.401, -0.768], [0.777, 9.154, -1.452], [1.996, 7.710, 0.953], [1.710, 6.974, -0.612], [-1.189, 8.262, -0.828], [-1.901, 6.989, 0.143], [0.114, 6.532, -2.112], [-1.606, 6.134, -2.126], [-0.492, 5.274, -1.038], [6.375, 2.387, 0.545], [6.238, 3.129, -0.774], [5.938, 4.510, -0.618], [6.903, 5.290, 0.072], [8.258, 5.324, -0.614], [5.501, 2.557, 1.178], [6.483, 1.315, 0.370], [7.252, 2.727, 1.102], [5.405, 2.695, -1.335], [7.131, 3.000, -1.393], [6.994, 4.953, 1.110], [6.504, 6.308, 0.111], [8.740, 4.343, -0.594], [8.922, 6.033, -0.113], [8.153, 5.616, -1.662], [-5.174, -1.307, -4.334], [-5.884, -0.561, -3.218], [-6.210, 0.782, -3.553], [-7.094, 0.964, -4.650], [-8.462, 0.340, -4.436], [-4.308, -0.741, -4.687], [-4.840, -2.287, -3.986], [-5.833, -1.465, -5.192], [-5.218, -0.510, -2.352], [-6.779, -1.100, -2.890], [-6.634, 0.599, -5.574], [-7.216, 2.044, -4.770], [-8.404, -0.751, -4.403], [-9.138, 0.614, -5.249], [-8.894, 0.673, -3.488]],
  "forces_ev_per_a": [[0.142, -0.275, -0.523], [-0.065, 0.675, -0.512], [0.109, 0.009, 0.150], [-0.916, 0.105, 0.137], [0.332, -0.787, 0.747], [-0.393, -0.892, 0.922], [-0.159, 0.447, -0.563], [0.215, 0.290, 0.620], [0.243, 0.248, -0.316], [1.064, -0.473, 0.448], [-1.049, 1.386, 0.496], [-0.545, 0.485, -2.657], [0.325, -0.800, -2.791], [3.690, -3.754, 0.890], [1.014, 0.266, 1.789], [0.091, -0.191, 0.934], [-0.262, -0.283, 0.872], [0.177, 0.030, 1.112], [0.386, -0.497, 0.172], [-0.637, -0.003, 1.617], [-0.857, 0.892, 2.029], [-2.269, 1.816, -0.178], [1.208, -0.724, 0.294], [-3.340, 0.610, -2.223], [-1.503, 0.984, -2.684], [0.273, 0.868, 3.823], [0.496, 0.098, -1.876], [-0.531, -1.254, 3.716], [3.822, -1.664, -1.245], [1.710, 1.028, -2.002], [-0.808, 3.306, -2.227], [-3.106, 1.705, 0.337], [-2.427, -0.841, 2.337], [1.376, -3.123, 2.135], [-0.253, 1.482, 0.179], [1.471, -0.691, -0.356], [-0.565, -0.715, 1.598], [1.770, -0.490, -0.198], [-0.887, -0.363, 1.345], [-0.925, -0.016, -1.288], [1.716, 0.068, 0.180], [-0.548, 1.496, -0.014], [0.840, -1.452, 0.199], [0.857, 0.704, -1.340], [-0.436, 1.500, -0.851], [-1.094, -0.065, 1.152], [-0.558, 0.657, -1.603], [1.664, -0.774, -0.089], [0.763, -1.362, 0.108], [-1.046, 0.299, 1.042], [0.048, 0.817, -1.473], [-1.616, 0.385, 0.546], [1.345, -0.847, -0.030], [-0.281, -0.139, -1.801], [-0.207, -1.460, -1.011], [-1.541, 0.559, -0.384], [0.917, -1.026, -1.482], [1.299, -1.208, -0.062], [0.516, -1.820, -0.111], [-1.010, -0.413, 1.303], [0.290, 1.412, -1.131], [-0.558, 1.179, -0.227], [1.163, 0.837, -0.988], [-0.268, -1.631, -0.914], [0.392, -0.767, -0.230], [0.569, 0.912, -0.222], [-0.358, 1.690, 0.203], [0.076, 1.194, 1.317], [1.244, 0.625, -1.283], [-0.632, 1.562, -0.862], [-1.843, 0.531, 0.657], [-0.940, -0.957, 1.508], [0.580, -1.596, 0.940], [-0.224, 0.008, -0.112], [-0.007, -0.070, 0.063], [0.172, -0.162, -0.066], [-0.014, 0.132, -0.054], [0.042, 0.144, 0.233], [0.080, 0.072, 0.037], [0.022, -0.033, -0.069], [0.026, 0.034, 0.079], [-0.003, -0.058, -0.238], [-0.079, 0.019, 0.004], [-0.040, 0.045, 0.022], [0.133, -0.048, 0.156], [-0.072, -0.034, -0.051], [0.100, -0.012, 0.015], [-0.115, -0.091, -0.100], [-0.114, 0.011, -0.214], [0.097, 0.000, -0.047], [0.088, 0.162, 0.117], [-0.064, 0.023, 0.028], [0.000, -0.249, 0.072], [-0.014, -0.043, 0.098], [-0.014, 0.078, -0.002], [0.034, -0.070, 0.041], [-0.110, 0.217, -0.049], [-0.020, -0.046, -0.061], [-0.040, -0.064, -0.022], [0.178, -0.064, 0.146], [-0.049, 0.048, -0.066], [0.057, 0.003, 0.053], [0.033, 0.061, -0.095], [-0.183, 0.044, -0.166], [0.053, 0.090, 0.004], [-0.064, -0.055, 0.213], [0.024, -0.082, 0.039], [0.184, 0.087, -0.178], [0.091, -0.065, 0.012], [-0.065, -0.040, 0.037], [0.091, 0.016, -0.009], [-0.218, -0.117, 0.035], [0.004, 0.033, -0.057], [0.036, -0.013, -0.090], [0.175, 0.067, 0.148], [-0.086, -0.038, -0.030], [0.046, -0.013, 0.047], [-0.076, 0.104, 0.031], [0.213, 0.230, 0.089], [-0.105, -0.068, 0.106], [-0.131, 0.114, -0.077], [-0.019, 0.014, -0.080], [0.117, -0.223, -0.053], [0.012, -0.046, -0.116], [0.052, 0.130, 0.005], [0.026, -0.120, -0.025], [-0.013, 0.255, -0.009], [0.059, -0.020, 0.042], [0.087, -0.039, 0.008], [-0.152, -0.160, -0.070], [0.031, 0.075, 0.041], [-0.060, -0.029, -0.028], [-0.029, 0.053, 0.098], [-0.112, 0.009, -0.207], [0.079, 0.011, -0.075], [0.104, 0.114, 0.137], [-0.075, 0.036, 0.023], [0.001, -0.253, 0.076], [-0.013, -0.054, 0.095], [-0.005, 0.072, -0.002], [0.032, -0.070, 0.043], [-0.111, 0.217, -0.045], [-0.021, -0.048, -0.057], [-0.045, -0.071, -0.016], [0.181, -0.072, 0.150], [-0.050, 0.045, -0.066], [0.058, 0.004, 0.054], [0.032, 0.060, -0.097]],
  "lowdin_charge": [-0.2052, 0.5613, -0.2004, -0.2661, -0.2660, -0.2120, -0.1918, -0.1972, -0.1952, -0.1977, -0.1588, -0.1036, 0.0141, 0.0239, -0.0835, -0.0860, -0.3135, -0.0826, -0.2069, -0.0126, 0.0068, -0.0159, -0.2913, 0.0246, 0.0197, 0.0245, -0.2764, 0.0248, -0.2207, -0.0821, -0.0715, -0.0814, -0.0829, -0.0692, 0.0294, 0.0338, 0.0461, 0.0548, 0.0262, 0.0250, 0.0820, 0.0671, 0.1062, 0.1139, 0.1145, 0.0914, 0.1059, 0.1114, 0.1053, 0.0959, 0.1034, 0.1084, 0.1050, 0.1107, 0.1204, 0.1054, 0.0962, 0.0937, 0.0938, 0.1179, 0.1397, 0.0856, 0.1145, 0.0885, 0.0634, 0.0656, 0.1156, 0.1153, 0.0742, 0.0860, 0.0865, 0.0841, 0.0818, -0.0822, -0.2781, -0.1755, -0.2753, -0.0733, 0.0818, 0.0770, 0.0660, 0.1181, 0.1076, 0.1086, 0.0998, 0.0679, 0.0749, 0.0797, -0.0774, -0.2773, -0.1783, -0.2859, -0.0813, 0.0741, 0.0780, 0.0676, 0.1171, 0.1067, 0.1069, 0.1151, 0.0668, 0.0774, 0.0835, -0.0803, -0.2736, -0.1781, -0.2728, -0.0767, 0.0826, 0.0782, 0.0663, 0.1191, 0.1085, 0.1089, 0.1157, 0.0762, 0.0823, 0.0396, -0.0688, -0.2609, -0.1598, -0.2837, -0.0843, 0.0771, 0.0654, 0.0744, 0.1069, 0.1097, 0.1063, 0.1161, 0.0657, 0.0752, 0.0819, -0.0772, -0.2805, -0.1689, -0.2811, -0.0832, 0.0799, 0.0715, 0.0676, 0.1148, 0.1062, 0.1072, 0.1181, 0.0656, 0.0770, 0.0824]
}